Density functional theory data (ωB97M-V/def2-TZVPD) for a molecular structure, C5H12O.

Cartesian coordinates (Å):
C: -2.542 0.367 -0.422
C: -1.029 0.284 -0.614
C: -0.255 0.205 0.698
C: 1.502 -1.419 0.571
O: 2.483 -0.570 0.636
C: 2.320 0.562 -0.124
H: -2.919 -0.515 0.111
H: -3.063 0.428 -1.384
H: -2.811 1.251 0.167
H: -0.682 1.154 -1.189
H: -0.797 -0.593 -1.237
H: -0.439 1.101 1.314
H: -0.599 -0.638 1.299
H: 1.523 -2.186 1.339
H: 1.054 -1.645 -0.398
H: 3.142 1.251 0.068
H: 0.961 0.610 0.353
H: 2.152 0.352 -1.187

Its lowest unoccupied orbital energy (alpha / beta) is 0.69 / 0.69 eV. The total energy comes out at -272.76473 Eh. As for the charge: 0. Its highest occupied orbital energy (alpha / beta) is -7.75 / -7.75 eV. For the HOMO-LUMO gap (alpha / beta), the calculation gives 8.4355 / 8.4361 eV. As for the energy relative to the best compared isomer or geometry (same formula, charge and spin): 482.9 kJ/mol.

Density functional theory data (ωB97M-V/def2-TZVPD) for 2 unconnected molecules or ions with the total composition C5H12O.

Cartesian coordinates (Å):
C: -0.525 -1.612 -0.782
C: 0.129 -0.814 0.061
C: -0.292 -0.632 1.493
C: 1.414 -0.151 -0.387
O: 1.803 0.925 0.447
H: -0.219 -1.715 -1.821
H: -1.428 -2.129 -0.471
H: -1.375 -0.736 1.613
H: 0.195 -1.427 2.062
H: 0.019 0.327 1.916
H: 2.159 -0.953 -0.342
H: 1.328 0.180 -1.434
H: 2.692 1.189 0.177
C: -1.176 1.523 -0.498
H: -1.227 1.995 -1.474
H: -0.311 1.908 0.056
H: -2.085 1.667 0.085
H: -1.101 0.457 -0.702

Its lowest unoccupied orbital energy is 0.77 eV. The total energy comes out at -272.88315 Eh. As for the charge: 0. Its highest occupied orbital energy is -8.84 eV. For the HOMO-LUMO gap, the calculation gives 9.6097 eV. As for the energy relative to the best compared isomer or geometry (same formula, charge and spin): 172.0 kJ/mol.

Density functional theory data (ωB97M-V/def2-TZVPD) for a single C5H12O2 molecule.

Cartesian coordinates (Å):
C: 2.099 -0.293 -0.811
O: 1.082 -0.302 0.164
C: -0.249 -0.212 -0.359
C: -0.645 -1.500 -1.069
C: -1.135 0.078 0.851
C: -0.979 1.510 1.408
O: 0.230 2.135 1.034
H: 2.124 -1.230 -1.384
H: 3.046 -0.185 -0.278
H: 1.978 0.549 -1.509
H: -0.284 0.631 -1.068
H: -0.580 -2.344 -0.374
H: 0.006 -1.705 -1.926
H: -1.671 -1.434 -1.446
H: -0.875 -0.662 1.619
H: -2.182 -0.105 0.585
H: -1.786 2.154 1.042
H: -1.082 1.478 2.504
H: 0.903 1.437 1.016

Its lowest unoccupied orbital energy is 1.01 eV. The total energy comes out at -348.16137 Eh. As for the charge: 0. Its highest occupied orbital energy is -9.82 eV. For the HOMO-LUMO gap, the calculation gives 10.8376 eV. As for the energy relative to the best compared isomer or geometry (same formula, charge and spin): 114.1 kJ/mol.

Density functional theory data (ωB97M-V/def2-TZVPD) for 3 unconnected molecules or ions with the total composition C5H12O2 in a non-equilibrium geometry.

Cartesian coordinates (Å):
C: 2.634 2.962 -0.302
C: 1.345 2.747 0.061
C: 0.461 1.649 -0.334
C: 0.792 0.704 -1.260
C: -0.244 -0.249 -1.902
H: 3.334 3.643 0.192
H: 3.013 2.421 -1.188
H: 1.039 3.316 0.954
H: -0.469 1.534 0.331
H: 1.853 0.680 -1.526
H: -0.821 0.410 -2.583
H: -0.602 -0.791 -1.018
H: 0.273 -1.026 -2.503
O: -2.048 -4.812 1.616
H: -1.539 -4.265 2.225
H: -2.666 -4.208 1.196
O: -2.251 -1.947 1.966
H: -2.756 -1.124 1.930
H: -1.348 -1.644 2.144

Its lowest unoccupied orbital energy is 0.34 eV. The total energy comes out at -348.10438 Eh. As for the charge: 0. Its highest occupied orbital energy is -8.55 eV. For the HOMO-LUMO gap, the calculation gives 8.8885 eV. As for the energy relative to the best compared isomer or geometry (same formula, charge and spin): 263.7 kJ/mol.

> What is the energy relative to the best compared isomer or geometry (same formula, charge and spin) in the third record?

114.1 kJ/mol